No. 1
DFT (ωB97M-V/def2-TZVPD) results for 2 unconnected molecules or ions with the total composition C26H32N3.

Values from the calculation:
LUMO, eV: -5.5
E_HOMO, eV: -10.76
Energy above the lowest of the compared OMol25 structures with the same formula, charge and spin, kcal per mole: 76.3
Gap between HOMO and LUMO, eV: 5.233
Charge: +1
Spin multiplicity: 1

Positions of all 61 atoms, in Å:
C1 -7.758 2.897 3.523
N1 -6.837 2.623 2.442
C2 -6.833 3.666 1.439
C3 -5.853 1.628 2.513
C4 -6.073 0.337 1.972
C5 -5.070 -0.608 1.972
C6 -3.787 -0.343 2.527
C7 -2.766 -1.348 2.457
C8 -1.517 -1.257 3.078
C9 -0.350 -1.983 2.777
C10 0.906 -1.657 3.395
C11 2.139 -2.193 2.921
C12 3.356 -1.841 3.481
C13 3.425 -0.940 4.577
N2 4.643 -0.625 5.194
C14 5.431 0.541 4.868
C15 5.166 -1.358 6.324
C16 2.212 -0.394 5.059
C17 0.996 -0.755 4.501
C18 -3.589 0.948 3.109
C19 -4.596 1.897 3.106
H1 -7.674 2.113 4.283
H2 -7.539 3.878 3.981
H3 -8.790 2.933 3.140
H4 -6.086 3.441 0.671
H5 -7.828 3.743 0.972
H6 -6.606 4.646 1.893
H7 -7.054 0.140 1.538
H8 -5.253 -1.585 1.523
H9 -2.990 -2.257 1.883
H10 -1.474 -0.542 3.907
H11 -0.399 -2.794 2.049
H12 2.121 -2.879 2.074
H13 4.304 -2.237 3.102
H14 4.971 1.083 4.036
H15 5.517 1.210 5.739
H16 6.451 0.234 4.589
H17 4.505 -2.198 6.558
H18 6.174 -1.734 6.092
H19 5.254 -0.704 7.208
H20 2.253 0.317 5.893
H21 0.097 -0.312 4.933
H22 -2.617 1.200 3.539
H23 -4.426 2.880 3.546
C20 -0.647 -9.524 -2.016
C21 -1.063 -9.399 -0.685
C22 -1.294 -8.132 -0.141
C23 -1.094 -6.975 -0.899
C24 -1.426 -5.614 -0.327
N3 -0.434 -4.840 0.443
C25 -0.711 -7.112 -2.240
C26 -0.472 -8.373 -2.794
H24 -0.452 -10.511 -2.441
H25 -1.230 -10.291 -0.079
H26 -1.653 -8.033 0.883
H27 -1.781 -4.985 -1.152
H28 -2.239 -5.748 0.390
H29 0.494 -4.950 0.045
H30 -0.665 -3.849 0.398
H31 -0.617 -6.219 -2.859
H32 -0.173 -8.464 -3.841

Cartesian forces, eV/Å:
C 0.063 -0.194 0.243
N -0.623 -0.022 -0.228
C 0.323 -0.013 -0.119
C 0.629 -0.346 0.074
C -0.199 0.716 0.174
C 0.373 -0.305 -0.053
C -0.465 0.329 0.203
C 0.410 -0.200 0.029
C -0.004 -0.081 0.454
C -0.812 0.609 0.592
C 0.709 0.166 0.536
C -0.384 -0.059 -0.221
C 0.222 0.374 0.485
C -0.654 -0.246 -0.203
N 0.317 0.000 -0.082
C -0.141 0.163 -0.224
C -0.194 -0.280 0.041
C 0.005 -0.197 -0.138
C 0.023 0.177 -0.179
C 0.141 -0.387 -0.079
C -0.010 -0.164 -0.154
H -0.159 0.207 -0.065
H -0.051 -0.256 0.034
H 0.225 -0.078 0.187
H -0.189 0.136 0.056
H 0.293 -0.043 0.027
H 0.047 -0.153 -0.176
H 0.324 -0.058 0.083
H 0.037 0.213 0.102
H 0.086 0.436 -0.094
H 0.204 -0.026 -0.711
H 0.164 0.219 0.088
H -0.019 0.118 0.222
H -0.467 0.045 0.084
H 0.196 -0.014 0.137
H -0.065 -0.021 -0.218
H -0.174 0.166 -0.065
H 0.230 0.107 0.055
H -0.205 -0.063 0.118
H -0.098 -0.188 -0.112
H -0.044 -0.372 -0.335
H 0.311 -0.188 -0.145
H -0.326 -0.024 -0.135
H -0.033 -0.261 -0.152
C 0.067 0.338 0.189
C -0.026 0.139 -0.182
C 0.176 -0.104 -0.126
C 0.237 -0.093 -0.010
C -0.812 0.499 0.077
N 0.860 -0.330 0.056
C 0.126 -0.168 0.117
C -0.119 -0.065 0.159
H -0.115 0.318 0.117
H 0.071 0.287 -0.177
H 0.117 -0.077 -0.147
H -0.210 -0.217 -0.034
H -0.307 -0.082 -0.309
H -0.055 0.076 -0.009
H 0.028 -0.330 -0.329
H 0.041 -0.193 0.106
H -0.096 0.057 0.367

Results of the natural (NBO) charge analysis, in e, for atoms 1 through 5:
1 C -0.395
2 N -0.518
3 C -0.395
4 C 0.291
5 C -0.225

No. 2
DFT (ωB97M-V/def2-TZVPD) results for a molecular structure, C26H32N6NiOS2Se.

Values from the calculation:
LUMO (spin up / spin down), eV: -0.9 / -0.9
E_HOMO (spin up / spin down), eV: -5.10 / -5.10
Gap between HOMO and LUMO (spin up / spin down), eV: 4.233 / 4.228
Spin multiplicity: 1

Positions of all 69 atoms, in Å:
Ni1 0.400 0.026 0.379
C1 4.294 -0.432 -4.300
C2 3.458 -1.644 -3.896
N1 2.157 -1.225 -3.408
C3 1.002 -1.416 -4.254
C4 0.818 -0.322 -5.300
C5 2.096 -0.591 -2.227
S1 0.677 0.316 -1.865
N2 3.193 -0.570 -1.491
C6 3.221 -0.458 -0.169
O1 2.247 -0.631 0.602
C7 4.561 -0.193 0.419
C8 4.653 0.187 1.756
C9 5.889 0.429 2.325
C10 7.043 0.293 1.570
C11 6.958 -0.105 0.246
C12 5.724 -0.345 -0.331
H1 5.320 -0.727 -4.502
H2 4.289 0.284 -3.482
H3 3.881 0.050 -5.183
H4 3.969 -2.195 -3.101
H5 3.307 -2.309 -4.747
H6 0.112 -1.464 -3.620
H7 1.117 -2.382 -4.753
H8 0.676 0.635 -4.809
H9 -0.063 -0.541 -5.896
H10 1.676 -0.258 -5.965
H11 3.741 0.281 2.329
H12 5.951 0.718 3.364
H13 8.004 0.496 2.022
H14 7.865 -0.234 -0.328
H15 5.647 -0.665 -1.358
C13 -1.845 1.385 4.854
N3 -1.329 2.235 3.821
C14 -1.711 3.527 3.536
C15 -1.013 3.936 2.455
N4 -0.204 2.893 2.079
C16 -0.405 1.836 2.908
S2 0.374 0.368 2.878
H16 -2.934 1.385 4.824
H17 -1.516 1.710 5.842
H18 -1.462 0.380 4.671
H19 -2.433 4.045 4.133
H20 -1.032 4.870 1.933
H21 0.412 2.855 1.281
C17 -2.391 -1.262 1.531
C18 -2.541 0.065 0.898
N5 -1.576 0.693 0.262
C19 -2.109 1.849 -0.231
C20 -3.413 1.938 0.148
N6 -3.673 0.803 0.872
H22 -1.342 -1.554 1.424
H23 -2.993 -2.007 1.014
H24 -2.668 -1.236 2.584
H25 -1.534 2.510 -0.849
H26 -4.152 2.695 -0.014
H27 -4.558 0.543 1.279
Se1 -2.365 -1.766 -2.124
C21 -4.022 -1.274 -2.903
C22 -5.106 -0.929 -2.100
C23 -6.340 -0.673 -2.666
C24 -6.500 -0.733 -4.042
C25 -5.411 -1.024 -4.849
C26 -4.178 -1.294 -4.287
H28 -4.976 -0.882 -1.027
H29 -7.186 -0.435 -2.036
H30 -7.472 -0.563 -4.482
H31 -5.527 -1.049 -5.924
H32 -3.327 -1.536 -4.909

Cartesian forces, eV/Å:
Ni 0.173 0.482 -0.462
C -0.109 -0.123 0.009
C 0.594 -0.030 -0.007
N 0.082 0.320 0.786
C -0.705 0.046 -0.406
C 0.111 -0.201 0.151
C -0.241 -0.078 -0.335
S -0.766 -0.098 1.133
N 0.743 -0.063 0.803
C 0.335 -0.121 -1.734
O -1.812 0.596 0.850
C 0.054 -0.099 0.336
C -0.141 -0.085 -0.167
C -0.017 0.066 0.098
C -0.018 0.015 0.086
C 0.115 0.036 0.011
C -0.071 -0.006 -0.028
H 0.139 -0.009 -0.082
H 0.137 0.070 -0.004
H 0.013 0.015 -0.087
H -0.074 -0.014 -0.196
H -0.064 0.007 0.127
H 0.004 -0.113 -0.098
H -0.004 0.012 0.143
H -0.042 0.193 0.009
H -0.117 0.011 -0.052
H 0.093 0.041 -0.110
H -0.043 0.008 0.073
H 0.021 0.057 0.079
H 0.062 -0.042 -0.011
H 0.001 0.001 -0.097
H -0.026 -0.014 -0.101
C -0.227 -0.353 0.497
N 0.642 0.038 -0.973
C 0.070 0.426 -0.172
C -0.308 0.152 0.224
N -0.183 -0.411 0.457
C -0.225 0.849 0.049
S 0.621 -1.140 -0.951
H 0.007 -0.029 -0.016
H 0.033 0.044 -0.073
H -0.142 0.100 0.057
H -0.127 0.108 0.082
H -0.015 0.132 -0.083
H -0.047 -0.042 0.134
C 0.068 -0.126 -0.025
C -0.023 -0.546 0.248
N 1.354 -0.528 0.388
C -0.287 0.368 -0.163
C 0.267 0.306 -0.230
N 0.374 -0.223 0.059
H -0.300 -0.109 0.163
H -0.038 0.019 -0.164
H 0.083 -0.012 0.150
H 0.030 0.158 -0.072
H -0.116 0.070 -0.151
H 0.168 -0.067 -0.179
Se 0.177 -0.024 0.106
C 0.733 -0.263 0.399
C -0.197 0.062 -0.153
C -0.119 0.054 -0.020
C -0.283 0.069 -0.141
C -0.044 0.008 -0.053
C -0.201 0.090 -0.061
H 0.026 -0.091 0.053
H -0.096 0.024 0.053
H -0.070 0.068 -0.042
H -0.045 -0.021 -0.113
H 0.013 -0.039 0.000

Results of the natural (NBO) charge analysis, in e, for atoms 1 through 5:
1 Ni 0.974
2 C -0.620
3 C -0.213
4 N -0.381
5 C -0.245

No. 3
DFT (ωB97M-V/def2-TZVPD) results for a molecular structure, C26H32N8RuS2Se2.

Values from the calculation:
LUMO (spin up / spin down), eV: -3.8 / -3.8
E_HOMO (spin up / spin down), eV: -8.48 / -8.39
Gap between HOMO and LUMO (spin up / spin down), eV: 4.694 / 4.602
Charge: +1
Spin multiplicity: 2

Positions of all 71 atoms, in Å:
Ru1 -0.669 -0.966 0.100
C1 1.822 1.932 2.038
C2 0.686 1.099 1.545
N1 0.873 0.212 0.581
N2 2.060 0.117 -0.004
C3 2.136 -0.588 -1.086
N3 3.297 -0.718 -1.742
S1 0.732 -1.355 -1.817
C4 -0.650 1.173 2.031
C5 -1.061 1.963 3.121
C6 -2.371 1.932 3.528
C7 -3.286 1.140 2.825
C8 -2.834 0.412 1.745
N4 -1.563 0.400 1.368
H1 2.523 2.098 1.222
H2 2.350 1.398 2.828
H3 1.483 2.888 2.422
H4 4.133 -0.338 -1.335
H5 3.357 -1.300 -2.559
H6 -0.328 2.574 3.620
H7 -2.705 2.501 4.382
H8 -4.322 1.090 3.114
H9 -3.518 -0.199 1.162
S2 0.700 -2.952 1.317
C9 -0.615 -3.160 2.360
N5 -0.530 -4.137 3.324
C10 -1.627 -4.439 4.098
C11 -2.769 -3.706 3.928
C12 -2.766 -2.670 2.988
N6 -1.690 -2.415 2.218
H10 0.339 -4.646 3.424
H11 -1.527 -5.252 4.796
H12 -3.651 -3.929 4.504
H13 -3.629 -2.049 2.812
C13 -0.670 -4.544 -1.586
N7 -1.348 -3.759 -2.581
C14 -1.210 -3.870 -3.934
C15 -1.953 -2.886 -4.503
N8 -2.539 -2.182 -3.493
C16 -3.341 -0.998 -3.610
C17 -2.146 -2.710 -2.323
Se1 -2.660 -2.100 -0.630
H14 -0.518 -5.559 -1.947
H15 -1.274 -4.564 -0.676
H16 0.300 -4.092 -1.350
H17 -0.604 -4.624 -4.391
H18 -2.111 -2.648 -5.534
H19 -3.881 -0.996 -4.554
H20 -2.696 -0.114 -3.560
H21 -4.048 -0.977 -2.778
C18 -3.419 5.651 -5.613
C19 -2.832 4.613 -4.714
C20 -3.588 3.992 -3.724
C21 -3.035 3.061 -2.862
C22 -3.866 2.451 -1.778
C23 -1.668 2.739 -2.990
Se2 -0.804 1.609 -1.723
C24 -0.899 3.324 -4.018
C25 0.544 2.998 -4.231
C26 -1.496 4.248 -4.855
H22 -4.471 5.817 -5.399
H23 -3.312 5.357 -6.656
H24 -2.886 6.594 -5.488
H25 -4.629 4.262 -3.614
H26 -4.925 2.628 -1.945
H27 -3.597 2.893 -0.818
H28 -3.694 1.377 -1.705
H29 0.823 2.076 -3.726
H30 1.170 3.800 -3.843
H31 0.752 2.899 -5.293
H32 -0.902 4.708 -5.633

Cartesian forces, eV/Å:
Ru 1.572 0.832 -2.073
C -0.140 0.045 -0.096
C 1.627 -0.754 -1.402
N -0.857 0.685 1.198
N 1.677 0.718 0.680
C -1.208 -0.727 -0.735
N 0.120 0.070 0.171
S -0.254 -0.255 0.895
C -1.578 -0.059 0.345
C 0.474 -0.250 -0.588
C -0.477 -0.336 -0.200
C 0.360 0.258 0.092
C -0.609 0.031 0.106
N 0.849 0.008 0.680
H -0.049 0.012 0.069
H 0.082 0.011 0.087
H -0.027 0.082 0.045
H 0.084 0.103 -0.031
H -0.029 0.075 0.123
H 0.044 0.069 0.135
H 0.040 0.117 0.068
H -0.151 0.045 -0.008
H 0.131 0.086 0.017
S -0.827 1.009 -0.245
C 2.059 -0.808 -0.369
N -1.806 -0.031 0.776
C 0.828 0.616 -0.914
C -0.107 -0.281 0.232
C 1.811 -0.143 -0.922
N -2.386 0.287 1.455
H -0.054 0.026 -0.069
H 0.051 -0.077 0.128
H -0.043 -0.025 0.094
H -0.176 0.121 0.074
C 0.432 -0.334 0.541
N -0.447 0.579 -0.129
C -0.071 0.151 -0.733
C 0.344 -0.506 -0.250
N 0.524 -0.646 0.594
C -0.407 0.832 0.012
C -0.319 0.105 0.348
Se -1.133 -0.859 -0.359
H -0.088 0.033 -0.108
H 0.075 0.015 -0.187
H -0.228 -0.069 -0.061
H 0.107 -0.149 -0.056
H -0.025 0.056 -0.184
H 0.038 -0.120 -0.005
H -0.103 -0.051 0.047
H 0.105 0.076 -0.229
C 0.024 0.102 -0.116
C 0.167 -0.279 0.170
C 0.112 0.209 -0.235
C 0.558 -0.085 -0.093
C -0.044 -0.013 0.017
C -0.878 -0.131 -0.166
Se 0.813 -0.280 1.036
C -0.182 -0.464 0.346
C 0.179 -0.088 -0.003
C -0.503 0.167 0.140
H -0.076 0.030 -0.026
H -0.072 0.032 -0.088
H -0.051 0.099 -0.028
H -0.124 0.005 0.010
H -0.130 0.033 -0.051
H 0.058 -0.053 0.157
H -0.002 -0.067 0.082
H 0.053 0.011 -0.044
H 0.125 0.020 0.064
H 0.055 0.032 -0.128
H 0.086 0.050 -0.102

Results of the Mulliken charge analysis, in e, for atoms 1 through 5:
1 Ru 0.948
2 C -1.763
3 C 0.369
4 N 1.696
5 N -1.701

Energy for the records above, in order: -1173.86764; -6119.87363; -7141.93861 a.u.